Record 1
Molecular formula: C21H27N3O7S2
Method: DFT, ωB97M-V with the def2-TZVPD basis set

XYZ file:
```
60
Properties=species:S:1:pos:R:3
C 0.918 4.810 -5.763
C 1.269 3.628 -4.857
C 2.602 3.004 -5.286
C 0.176 2.539 -4.913
O -1.137 2.998 -5.028
N 1.436 4.054 -3.466
S 0.188 4.493 -2.464
O -0.953 4.992 -3.194
O 0.776 5.345 -1.475
C -0.263 2.942 -1.701
C -1.578 2.517 -1.725
C -1.932 1.313 -1.126
C -0.944 0.567 -0.511
C 0.396 1.019 -0.491
C 0.744 2.216 -1.085
C 1.212 0.031 0.227
N 2.455 -0.017 0.502
O 3.248 1.021 0.067
C 0.292 -1.034 0.637
C 0.528 -2.200 1.337
C -0.554 -3.029 1.583
S -0.249 -4.543 2.484
O -1.517 -5.178 2.754
O 0.750 -5.301 1.793
N 0.491 -3.997 3.867
C -0.217 -3.632 5.095
C 0.789 -2.881 5.973
C -0.740 -4.872 5.826
C -1.370 -2.670 4.735
O -2.577 -3.273 4.374
C -1.831 -2.731 1.144
C -2.071 -1.558 0.440
C -1.007 -0.710 0.189
H 0.052 5.339 -5.374
H 0.687 4.454 -6.764
H 1.755 5.503 -5.816
H 2.825 2.138 -4.668
H 2.552 2.695 -6.326
H 3.409 3.725 -5.177
H 0.344 1.919 -5.799
H 0.295 1.898 -4.023
H -1.270 3.746 -4.418
H 2.211 4.685 -3.332
H -2.313 3.132 -2.218
H -2.956 0.975 -1.144
H 1.753 2.591 -1.083
H 4.137 0.798 0.381
H 1.511 -2.471 1.685
H 1.326 -4.537 4.034
H 0.331 -2.613 6.921
H 1.121 -1.975 5.471
H 1.657 -3.505 6.172
H 0.092 -5.471 6.190
H -1.340 -5.480 5.154
H -1.357 -4.573 6.668
H -1.604 -2.059 5.612
H -1.009 -1.998 3.938
H -2.396 -4.013 3.766
H -2.630 -3.422 1.364
H -3.066 -1.320 0.099
```

Calculated values
LUMO energy = -0.9 eV
M = 497.595 g mol⁻¹
Charge = 0
HOMO level = -9.23 eV
SMILES = CC(C)(CO)NS(=O)(=O)c1ccc2c(c1)C(=NO)c1cc(S(=O)(=O)NC(C)(C)CO)ccc1-2
Max |F| = 0.01937 hartree/bohr
Orbital gap = 8.4 eV

Atom charges from the Löwdin analysis, given in e for atoms 1 to 4: -0.020, -0.566, -0.031, -0.223



Record 2
Molecular formula: C21H27N4O2SbSe4SiY
Method: DFT, ωB97M-V with the def2-TZVPD basis set

XYZ file:
```
61
Properties=species:S:1:pos:R:3
Y -0.957 -0.842 0.671
O 3.365 4.705 2.682
C 2.163 4.364 3.357
C 1.433 3.258 2.651
C 0.082 3.066 2.891
C -0.513 1.933 2.380
N 0.132 1.079 1.575
C 1.445 1.250 1.353
C 2.119 2.345 1.864
C 2.095 0.246 0.469
C 3.406 0.394 0.027
C 3.954 -0.566 -0.803
C 5.393 -0.480 -1.242
O 5.913 0.835 -1.255
C 3.165 -1.640 -1.206
C 1.855 -1.680 -0.783
N 1.307 -0.731 -0.026
H 4.053 4.852 3.334
H 1.515 5.242 3.438
H 2.371 4.007 4.371
H -0.485 3.718 3.540
H -1.550 1.710 2.602
H 3.177 2.477 1.708
H 4.017 1.212 0.373
H 5.506 -0.962 -2.219
H 6.004 -1.039 -0.530
H 5.356 1.375 -1.826
H 3.558 -2.429 -1.833
H 1.199 -2.487 -1.091
C -1.065 -4.709 -0.514
C -2.144 -3.809 -1.026
C -3.254 -4.283 -1.694
C -4.229 -3.371 -2.095
C -4.088 -2.033 -1.824
C -2.923 -1.589 -1.160
N -1.987 -2.494 -0.801
N -2.680 -0.291 -0.791
Si -2.748 1.033 -1.894
C -1.519 0.763 -3.289
C -4.436 1.319 -2.670
C -2.264 2.573 -0.948
H -1.341 -5.756 -0.631
H -0.879 -4.504 0.544
H -0.132 -4.537 -1.054
H -3.366 -5.342 -1.878
H -5.118 -3.726 -2.605
H -4.857 -1.318 -2.076
H -1.740 -0.159 -3.833
H -0.500 0.681 -2.900
H -1.535 1.588 -4.007
H -4.729 0.497 -3.325
H -4.422 2.228 -3.278
H -5.207 1.438 -1.905
H -1.240 2.516 -0.569
H -2.924 2.754 -0.097
H -2.322 3.443 -1.608
Se 2.637 -1.361 3.012
Sb 0.620 -1.582 4.429
Se -1.333 -2.360 2.788
Se -0.064 0.595 5.267
Se 0.710 -3.421 5.956
```

Calculated values
LUMO energy = 1.5 eV
M = 922.065 g mol⁻¹
Charge = -1
HOMO level = -3.48 eV
Max |F| = 0.01416 hartree/bohr
Orbital gap = 4.9 eV

Atom charges from the Löwdin analysis, given in e for atoms 1 to 4: 1.112, -0.057, -0.196, -0.174



Record 3
Molecular formula: C21H27N4O5PPd
Method: DFT, ωB97M-V with the def2-TZVPD basis set

XYZ file:
```
59
Properties=species:S:1:pos:R:3
Pd 0.477 -0.466 -0.394
O 4.267 0.643 -2.317
C 3.481 0.851 -1.421
O 3.313 0.025 -0.381
C 2.539 2.101 -1.338
O 3.024 3.179 -1.703
O 1.401 1.862 -0.861
C 0.937 0.715 4.092
P 1.037 0.934 2.238
C -0.322 2.172 2.049
C -0.648 3.064 3.071
C -1.648 4.018 2.911
C -2.353 4.091 1.720
C -2.036 3.212 0.691
C -1.027 2.277 0.847
C 0.149 -0.585 1.731
C 0.904 -1.725 1.309
C 0.290 -3.007 1.288
C -1.019 -3.174 1.653
C -1.784 -2.053 2.047
C -1.222 -0.805 2.074
H -0.085 0.585 4.458
H 1.410 1.550 4.613
H 1.511 -0.186 4.324
H -0.121 3.023 4.016
H -1.874 4.699 3.725
H -3.138 4.827 1.592
H -2.570 3.252 -0.251
H -0.788 1.616 0.023
H 1.986 -1.665 1.234
H 0.882 -3.854 0.960
H -1.476 -4.157 1.616
H -2.829 -2.178 2.312
H -1.825 0.046 2.373
C -2.631 -1.460 -1.391
C -2.420 -0.633 -2.639
O -2.097 0.695 -2.269
C -1.438 1.397 -3.310
C -1.119 2.796 -2.839
H -2.934 -2.476 -1.659
H -3.391 -1.020 -0.743
H -1.683 -1.517 -0.843
H -3.324 -0.619 -3.272
H -1.600 -1.065 -3.223
H -2.093 1.424 -4.199
H -0.520 0.864 -3.574
H -2.032 3.334 -2.568
H -0.619 3.349 -3.638
H -0.441 2.769 -1.983
N 3.728 -2.709 -0.969
C 2.845 -3.611 -1.269
N 3.073 -4.990 -1.014
N 1.656 -3.406 -1.854
C 1.314 -2.184 -2.158
N 0.880 -1.182 -2.588
H 4.558 -3.141 -0.575
H 3.673 -0.875 -0.545
H 3.577 -5.138 -0.153
H 2.196 -5.491 -1.023
```

Calculated values
LUMO energy = 4.9 eV
M = 552.864 g mol⁻¹
Charge = -2
HOMO level = -1.13 eV
Max |F| = 0.01169 hartree/bohr
Orbital gap = 6.0 eV

Atom charges from the Löwdin analysis, given in e for atoms 1 to 4: 0.535, 0.060, -0.466, 0.007



Record 4
Molecular formula: C21H27N4O8
Method: DFT, ωB97M-V with the def2-TZVPD basis set

XYZ file:
```
60
Properties=species:S:1:pos:R:3
C -4.141 0.047 -2.060
C -2.641 0.089 -1.923
O -2.395 0.578 -0.583
C -1.123 0.475 -0.152
O -0.170 0.369 -0.913
C -1.130 0.481 1.362
C -1.631 -0.948 1.575
C -3.169 -1.143 1.422
N -4.011 -0.398 2.344
O -5.254 -0.513 2.202
O -3.494 0.299 3.247
C -3.811 -2.142 0.721
C -3.117 -3.109 -0.037
N -3.791 -4.179 -0.746
O -3.289 -4.713 -1.761
O -4.933 -4.493 -0.323
C -1.708 -2.969 -0.077
N -0.859 -3.608 -0.954
O 0.357 -3.116 -0.660
N 0.328 -2.213 0.456
C -0.969 -2.044 0.720
C -1.996 1.785 1.617
C -1.866 3.031 0.761
C -0.514 3.698 0.601
C 0.306 3.368 -0.636
C 1.818 3.617 -0.602
C 2.705 2.914 0.467
C 2.822 1.408 0.345
C 3.226 0.641 1.619
C 2.303 -0.553 1.867
C 1.128 -0.253 2.768
C 0.192 0.733 2.112
O 0.446 1.899 2.402
H -4.419 -0.080 -3.110
H -4.547 -0.791 -1.489
H -4.626 0.953 -1.684
H -2.199 -0.916 -2.024
H -2.192 0.803 -2.630
H -1.448 -1.355 2.603
H -4.900 -2.232 0.757
H -3.052 1.551 1.512
H -1.879 2.091 2.660
H -2.494 3.758 1.295
H -2.367 2.902 -0.204
H 0.059 3.519 1.511
H -0.728 4.776 0.576
H -0.086 3.990 -1.455
H 0.144 2.335 -0.956
H 1.990 4.695 -0.488
H 2.199 3.325 -1.594
H 2.354 3.188 1.467
H 3.710 3.329 0.357
H 3.556 1.169 -0.436
H 1.875 1.008 -0.032
H 3.236 1.301 2.493
H 4.245 0.244 1.497
H 2.873 -1.394 2.278
H 1.852 -0.913 0.939
H 1.519 0.247 3.662
H 0.604 -1.143 3.117
```

Calculated values
LUMO energy = 2.3 eV
M = 463.467 g mol⁻¹
Charge = -1
HOMO level = -4.70 eV
SMILES = CCOC(=O)[C@]1([C@H]2C(=[N+]([O-])[O-])C=C([N+](=O)[O-])c3nonc32)CCCCCCCCCCC1=O
Max |F| = 0.07481 hartree/bohr
Orbital gap = 7.0 eV

Atom charges from the Löwdin analysis, given in e for atoms 1 to 4: -0.054, -0.177, -0.038, -0.448